Entry 1:
C3H6N2S in the gas phase in a non-equilibrium geometry, computed with the ωB97M-V functional and the def2-TZVPD basis.

Positions of all 12 atoms, in Å:
C1 -0.32724 -0.42637 0.29062
C2 1.02019 0.29938 -0.05923
C3 1.55832 0.11014 -1.44073
H1 0.05588 -1.98552 -1.06026
H2 -1.47790 -1.87772 -0.22845
H3 1.67734 0.44427 0.82382
H4 1.05313 -0.49787 -2.11888
H5 2.62575 0.09315 -1.70270
H6 0.12485 1.60649 -1.37794
N1 -0.61166 -1.43561 -0.52883
N2 1.02440 1.38294 -0.98536
S1 -1.27849 0.16794 1.46998

Summary:
highest occupied orbital energy	-8.56	eV
LUMO energy	0.654	eV
SMILES string	NC(=S)[C@H]1CN1
DFT total energy	-625.559551	Eh

Table of Löwdin atomic charges, one value per atom, all in e: C -0.8859; C -0.3338; C -0.1548; H 0.1127; H 0.0964; H 0.1372; H 0.0663; H 0.1061; H 0.1001; N 0.0747; N 0.0335; S 0.6474

Entry 2:
2 unconnected molecules or ions with the total composition C11H15NO in a non-equilibrium geometry, computed with the ωB97M-V functional and the def2-TZVPD basis.

Positions of all 28 atoms, in Å:
C1 -4.00859 -1.93590 -1.01933
C2 -1.42829 -0.98617 1.39880
C3 -2.15912 -0.75905 0.25455
C4 -3.16606 -1.84864 0.19878
C5 -2.94576 -2.58702 1.32639
C6 0.11178 0.71766 0.89263
C7 -0.31211 -0.20604 1.80262
C8 -0.72308 1.12841 -0.20912
C9 -1.81652 0.37641 -0.51291
N1 -1.98676 -2.03510 2.14886
H1 1.08786 1.18284 0.97366
H2 0.06438 -0.40347 2.79878
H3 -0.47681 2.07526 -0.65855
H4 -2.49203 0.62009 -1.33605
H5 -1.38896 -2.59757 2.74050
H6 -3.70244 -3.31606 1.59511
H7 -4.81205 -2.67382 -0.94462
H8 -3.44608 -2.10177 -1.94118
H9 -4.48500 -0.94543 -1.10118
C10 3.72183 1.86887 -0.47584
C11 4.43872 1.59670 -1.81354
O1 4.57764 2.00666 0.62844
H10 3.04661 2.72196 -0.64047
H11 3.12186 0.99493 -0.17821
H12 5.19302 2.37773 -1.93774
H13 5.41222 2.42555 0.39858
H14 3.74260 1.71799 -2.63638
H15 4.83110 0.58498 -1.75256

Summary:
highest occupied orbital energy	-7.95	eV
LUMO energy	0.936	eV
SMILES string	Cc1c[nH]c2ccccc12.CCO
DFT total energy	-558.112418	Eh

Table of Löwdin atomic charges, one value per atom, all in e: C -0.0603; C -0.2238; C -0.1378; C -0.2210; C -0.0880; C -0.0913; C -0.0179; C -0.0851; C -0.0437; N 0.0701; H 0.0817; H 0.1096; H 0.0942; H 0.1085; H 0.1468; H 0.1185; H 0.0746; H 0.0840; H 0.0826; C -0.3462; C -0.0798; O -0.0759; H 0.1057; H 0.1012; H 0.0720; H 0.0790; H 0.0686; H 0.0737

- Among the records above, which one has the lowest DFT total energy?
  C3H6N2S

- Which value of DFT total energy does entry 2 give?
  -558.112418 Eh

- What is the highest occupied orbital energy in the first record?
  -8.56 eV

- The lowest LUMO energy belongs to which entry?
  C3H6N2S